{"formula": "H2KO5P", "method": "ωB97M-V/def2-TZVPD", "charge": -2, "homo_lumo_gap_ev": 2.322, "mol_weight_g_mol": 152.08, "elements": ["O", "H", "O", "O", "K", "O", "O", "P", "H"], "xyz": [[0.046, -0.275, 2.286], [0.118, 0.149, 1.274], [0.291, -0.640, -2.178], [-0.441, 1.768, -2.047], [0.967, -2.077, -0.134], [-1.800, -0.087, -0.806], [0.440, 0.612, 0.100], [-0.420, 0.449, -1.241], [0.798, 0.102, 2.746]], "atomic_forces_ev_per_a": [[0.0, -0.9, 1.0], [0.0, 0.4, -0.8], [0.4, -0.4, 1.2], [0.0, -0.3, 0.8], [-0.7, 1.2, -0.3], [0.2, -0.1, 0.1], [0.7, -0.4, -0.2], [-0.6, 0.4, -1.8], [0.1, 0.2, 0.0]]}

***

{"formula": "H2N2", "method": "ωB97M-V/def2-TZVPD", "charge": 0, "homo_lumo_gap_ev": 10.342, "mol_weight_g_mol": 30.03, "smiles": "[H]/N=N\\[H]", "relative_energy_kcal_mol": 10.48, "elements": ["N", "N", "H", "H"], "xyz": [[-0.673, -0.491, -0.027], [0.537, -0.545, 0.023], [-0.929, 0.528, 0.107], [1.065, 0.509, -0.103]], "atomic_forces_ev_per_a": [[-0.9, 1.9, 1.2], [3.1, 1.8, -1.3], [-0.7, -0.9, -0.8], [-1.5, -2.8, 0.9]]}

***

{"formula": "H2N2", "method": "ωB97M-V/def2-TZVPD", "charge": 0, "homo_lumo_gap_ev": 10.253, "mol_weight_g_mol": 30.03, "smiles": "[H]/N=N\\[H]", "relative_energy_kcal_mol": 4.70, "elements": ["H", "H", "N", "N"], "xyz": [[-1.062, 0.891, -0.058], [1.103, 0.798, 0.066], [0.598, -0.113, -0.017], [-0.604, -0.128, 0.015]], "atomic_forces_ev_per_a": [[0.9, -1.8, 0.6], [-0.7, 0.0, -0.5], [2.5, -0.6, 0.7], [-2.6, 2.3, -0.8]]}

***

{"formula": "H2N2O2S", "method": "ωB97M-V/def2-TZVPD", "charge": 0, "homo_lumo_gap_ev": 9.041, "mol_weight_g_mol": 94.09, "relative_energy_kcal_mol": 0.13, "elements": ["H", "O", "N", "O", "N", "H", "S"], "xyz": [[-0.546, -0.277, 1.153], [-0.008, 0.566, -2.837], [0.391, 0.095, 0.891], [-1.736, 0.064, -1.195], [1.369, -0.338, 1.456], [1.232, -1.073, 2.179], [-0.702, 0.962, -1.646]], "atomic_forces_ev_per_a": [[0.3, -0.3, 0.3], [0.1, 0.3, 0.3], [-1.2, 0.6, -0.7], [0.3, 0.4, 0.1], [1.5, -0.4, 0.5], [-0.6, 0.1, -0.1], [-0.3, -0.6, -0.4]]}

***

{"formula": "H2N2O2S", "method": "ωB97M-V/def2-TZVPD", "charge": 0, "homo_lumo_gap_ev": 6.802, "mol_weight_g_mol": 94.09, "relative_energy_kcal_mol": 13.95, "elements": ["H", "O", "S", "N", "N", "O", "H"], "xyz": [[-0.714, 0.659, -0.504], [1.254, 1.076, -0.457], [2.309, 0.693, 0.448], [-1.670, 0.428, 0.109], [-2.031, -0.715, -0.003], [2.159, -0.715, 0.800], [-1.307, -1.426, -0.394]], "atomic_forces_ev_per_a": [[-2.2, -0.7, 2.1], [0.9, 1.1, 0.1], [-1.8, -2.7, -0.4], [2.6, 2.3, -2.5], [0.3, -3.0, 0.6], [1.1, 1.6, 0.3], [-0.9, 1.4, -0.2]]}

***

{"formula": "H2N2O3S", "method": "ωB97M-V/def2-TZVPD", "charge": 0, "homo_lumo_gap_ev": 8.158, "mol_weight_g_mol": 110.09, "relative_energy_kcal_mol": 28.82, "elements": ["N", "H", "N", "O", "S", "H", "O", "O"], "xyz": [[-0.811, -0.537, 0.218], [-2.149, -2.122, 0.589], [0.174, -1.135, 0.086], [2.970, 1.807, 0.076], [2.182, 1.151, -0.913], [-0.910, 0.535, 0.153], [0.763, 1.450, -0.870], [-2.219, -1.150, 0.661]], "atomic_forces_ev_per_a": [[1.1, -0.3, 0.2], [0.5, 0.5, -0.1], [-1.4, 0.2, 0.1], [0.5, -0.1, 0.1], [-1.6, 0.5, 0.3], [-0.7, -1.6, 0.1], [1.1, -0.1, -0.5], [0.5, 0.9, -0.3]]}

***

{"formula": "H2N2O3S2", "method": "ωB97M-V/def2-TZVPD", "charge": 0, "homo_lumo_gap_ev": 9.835, "mol_weight_g_mol": 142.16, "relative_energy_kcal_mol": 5.67, "elements": ["O", "S", "N", "N", "H", "O", "O", "S", "H"], "xyz": [[1.120, -0.138, 1.212], [-1.566, 2.144, 0.816], [1.245, -1.136, -1.094], [-0.565, 1.247, 0.040], [0.797, -1.383, -1.955], [-0.889, -1.280, 0.265], [-2.467, 1.564, 1.762], [0.201, -0.369, 0.144], [2.125, -0.650, -1.189]], "atomic_forces_ev_per_a": [[0.2, 0.1, -0.4], [1.8, -2.3, -1.7], [-1.7, 2.0, 2.1], [0.3, 0.6, -0.3], [-0.4, 0.1, -0.4], [0.0, 0.1, -0.5], [-0.3, 0.0, 0.5], [0.0, -0.9, 0.8], [0.0, 0.2, -0.1]]}

***

{"formula": "H2N2O4P", "method": "ωB97M-V/def2-TZVPD", "charge": -1, "homo_lumo_gap_ev": 6.151, "mol_weight_g_mol": 125.00, "relative_energy_kcal_mol": 40.63, "elements": ["O", "P", "N", "H", "O", "H", "N", "O", "O"], "xyz": [[-3.312, -0.885, -0.047], [-2.238, 0.118, -0.160], [2.918, 0.029, 0.321], [-0.334, -1.410, -0.025], [4.080, 0.460, -0.064], [0.061, 0.250, 0.166], [-0.724, -0.414, 0.076], [-2.433, 1.548, 0.120], [1.980, 0.305, -0.387]], "atomic_forces_ev_per_a": [[0.6, 0.0, -1.1], [-0.3, -0.4, 2.9], [4.0, 0.1, 1.1], [-1.3, 2.2, 0.0], [-2.2, -0.8, 0.6], [0.0, -0.3, -0.4], [0.7, -1.4, -0.5], [0.4, -0.2, -1.0], [-2.0, 0.7, -1.5]]}

***

{"formula": "H2N2O4S", "method": "ωB97M-V/def2-TZVPD", "charge": 0, "homo_lumo_gap_ev": [8.778, 8.779], "mol_weight_g_mol": 126.09, "relative_energy_kcal_mol": 46.85, "elements": ["N", "H", "O", "O", "S", "H", "O", "O", "N"], "xyz": [[0.376, -1.386, 0.291], [0.885, -1.477, -0.579], [-1.671, -0.186, 1.345], [0.156, 1.931, -1.302], [-0.934, -0.359, 0.118], [1.103, -1.011, 0.948], [1.190, 1.656, 0.618], [-1.519, -0.631, -1.159], [0.415, 1.465, -0.280]], "atomic_forces_ev_per_a": [[0.7, 0.6, 1.2], [-0.5, -0.1, -0.5], [0.9, -0.4, -1.1], [0.4, 1.9, -2.2], [1.8, 1.5, -0.1], [-1.3, -0.3, -0.3], [0.3, 0.6, -0.8], [0.0, 0.0, 0.5], [-2.1, -3.8, 3.3]]}

***

{"formula": "H2N2P2", "method": "ωB97M-V/def2-TZVPD", "charge": 0, "homo_lumo_gap_ev": 8.066, "mol_weight_g_mol": 91.98, "smiles": "[H]/P=N\\[PH]#N", "relative_energy_kcal_mol": 89.68, "elements": ["H", "H", "N", "P", "P", "N"], "xyz": [[-2.223, 0.079, 0.496], [1.426, 0.131, -0.733], [0.112, -1.011, 0.523], [-1.011, 0.559, 0.028], [1.638, -0.869, 0.258], [-1.064, 1.955, -0.577]], "atomic_forces_ev_per_a": [[-0.2, -0.4, 0.3], [1.2, 0.6, -0.2], [-2.8, 2.2, 0.4], [0.6, -0.9, -0.1], [0.2, 0.2, -1.0], [0.9, -1.7, 0.5]]}

***

{"formula": "H2N4", "method": "ωB97M-V/def2-TZVPD", "charge": 0, "homo_lumo_gap_ev": 10.457, "mol_weight_g_mol": 58.04, "smiles": "[H]/N=N\\[H].N#N", "relative_energy_kcal_mol": 0.87, "elements": ["H", "N", "H", "N", "N", "N"], "xyz": [[-0.711, 0.407, 0.518], [1.840, -0.453, -0.065], [-2.552, 1.129, 0.048], [2.479, 0.449, -0.002], [-1.374, -0.329, 0.147], [-2.479, 0.113, -0.160]], "atomic_forces_ev_per_a": [[-0.6, -0.5, -0.2], [1.6, 2.2, 0.1], [-0.1, -0.1, -0.2], [-1.5, -2.2, -0.2], [0.7, 0.2, 0.1], [0.0, 0.4, 0.3]]}

***

{"formula": "H2N5O2", "method": "ωB97M-V/def2-TZVPD", "charge": -1, "homo_lumo_gap_ev": [7.289, 7.288], "mol_weight_g_mol": 104.05, "smiles": "[O-]N1NNN=[N+]1[O-]", "relative_energy_kcal_mol": 72.02, "elements": ["O", "O", "N", "N", "N", "H", "H", "N", "N"], "xyz": [[-1.724, 0.866, 0.892], [-1.130, 0.729, -1.907], [0.478, -0.018, 1.142], [0.996, -0.883, 0.184], [-0.418, 0.317, -0.962], [0.588, -1.906, 0.300], [1.206, 0.819, 1.057], [0.631, -0.417, -1.076], [-0.626, 0.493, 0.369]], "atomic_forces_ev_per_a": [[-1.0, 0.7, 0.5], [0.1, 0.1, 0.9], [0.9, 2.5, -1.7], [0.3, -3.5, 0.1], [0.1, -0.7, 2.8], [0.5, 2.5, 0.0], [-1.4, -1.6, 0.6], [2.1, -0.7, -2.7], [-1.5, 0.8, -0.5]]}